No. 1
The following is a DFT calculation (ωB97M-V/def2-TZVPD) of a structure of composition C39H68Cl3GeN2O3S5SbSi3Ti.

Last column: Löwdin charge in e.
Element x y z (Å)
Ti 0.25 1.45 0.63  0.359
S 6.54 -1.62 3.08  0.530
C 5.24 -0.83 2.46  -1.502
S 4.59 0.63 3.10  0.914
C 3.28 0.83 1.94  -1.061
C 3.21 -0.09 0.96  -1.105
S 2.07 -0.05 -0.34  0.503
S 4.42 -1.35 1.02  0.898
S 2.19 2.18 2.06  0.649
Cl 2.31 8.75 0.70  0.660
C 1.61 7.16 0.68  -0.675
C 2.11 6.20 -0.18  -0.129
C 1.55 4.94 -0.19  -0.574
Cl 2.19 3.76 -1.29  0.749
C 0.47 4.57 0.63  -0.491
O -0.08 3.38 0.61  -0.351
C 0.00 5.59 1.49  -0.559
Cl -1.32 5.25 2.56  0.723
C 0.55 6.86 1.52  -0.135
H 2.94 6.42 -0.84  0.107
H 0.16 7.61 2.19  0.105
C -3.64 -2.62 4.11  -0.104
C -3.24 -1.18 4.41  -0.267
C -1.90 -0.81 3.78  -0.313
C -1.54 0.65 4.00  -0.324
Ge 0.26 1.40 3.55  0.809
C 1.58 0.61 4.79  -0.370
C 1.08 0.52 6.24  -0.284
C 0.41 -0.80 6.59  -0.278
C -0.06 -0.85 8.04  -0.108
H -4.59 -2.88 4.59  0.069
H -2.88 -3.32 4.47  0.075
H -3.75 -2.79 3.04  0.068
H -3.17 -1.03 5.49  0.109
H -4.01 -0.49 4.07  0.096
H -1.87 -1.06 2.72  0.079
H -1.14 -1.45 4.24  0.068
H -1.56 0.88 5.07  0.066
H -2.29 1.32 3.55  0.046
H 0.08 2.87 4.01  -0.026
H 2.43 1.28 4.73  0.019
H 1.94 -0.36 4.45  0.055
H 0.40 1.35 6.47  0.100
H 1.93 0.66 6.91  0.113
H 1.11 -1.62 6.40  0.114
H -0.45 -0.97 5.93  0.071
H 0.79 -0.74 8.73  0.073
H -0.56 -1.79 8.28  0.069
H -0.76 -0.03 8.25  0.073
C -4.08 0.21 0.91  0.004
C -2.97 1.21 0.91  -0.449
C -3.29 2.65 1.11  0.000
O -1.81 0.85 0.70  -0.120
H -4.70 0.40 0.03  0.098
H -4.72 0.38 1.78  0.095
H -3.71 -0.80 0.89  0.078
H -4.33 2.83 1.35  0.099
H -3.02 3.18 0.19  0.085
H -2.63 3.07 1.87  0.037
C -2.21 3.15 -5.01  -0.219
Si -2.09 2.93 -3.15  0.305
C -1.53 4.52 -2.35  -0.214
C -3.80 2.46 -2.49  -0.213
Sb -0.43 1.12 -2.46  0.902
Si -1.68 -1.00 -3.14  0.317
C -2.83 -0.75 -4.60  -0.213
C -2.73 -1.57 -1.68  -0.218
C -0.39 -2.31 -3.53  -0.225
Si 1.22 1.21 -4.43  0.306
C 0.39 0.69 -6.03  -0.214
C 1.82 2.97 -4.66  -0.237
C 2.65 0.06 -4.10  -0.226
H -3.04 3.83 -5.23  0.036
H -2.41 2.21 -5.52  0.015
H -1.30 3.59 -5.42  0.022
H -2.23 5.33 -2.58  0.040
H -0.54 4.82 -2.72  0.025
H -1.45 4.42 -1.27  0.009
H -4.32 3.35 -2.11  0.036
H -3.76 1.72 -1.69  -0.006
H -4.42 2.04 -3.29  0.027
H -3.50 0.10 -4.42  0.009
H -3.46 -1.64 -4.71  0.038
H -2.31 -0.59 -5.54  0.015
H -3.76 -1.23 -1.80  0.031
H -2.35 -1.19 -0.73  -0.011
H -2.73 -2.66 -1.63  0.043
H -0.06 -2.26 -4.57  0.031
H -0.81 -3.29 -3.34  0.027
H 0.50 -2.21 -2.89  0.019
H -0.21 1.49 -6.47  0.022
H -0.23 -0.20 -5.93  -0.005
H 1.19 0.44 -6.74  0.039
H 1.04 3.71 -4.50  0.008
H 2.17 3.08 -5.70  0.037
H 2.65 3.22 -4.00  -0.002
H 2.44 -0.94 -4.49  0.022
H 2.89 -0.03 -3.04  -0.028
H 3.54 0.43 -4.61  0.038
C 1.82 -5.28 -4.12  -0.069
C 2.27 -5.87 -2.79  -0.193
N 2.22 -4.95 -1.66  -0.047
C 3.48 -4.32 -1.26  -0.204
C 4.05 -3.38 -2.32  -0.068
C 1.02 -4.72 -1.08  -0.423
O -0.03 -5.15 -1.56  0.059
C 0.98 -3.95 0.21  -0.119
C 1.62 -4.39 1.36  -0.016
C 1.47 -3.67 2.53  -0.035
C 0.68 -2.53 2.49  -0.136
N 0.06 -2.09 1.40  0.085
C 0.21 -2.80 0.29  -0.100
H 1.93 -6.03 -4.91  0.077
H 2.41 -4.41 -4.39  0.061
H 0.77 -4.99 -4.07  0.056
H 3.30 -6.23 -2.86  0.119
H 1.63 -6.73 -2.55  0.121
H 4.20 -5.11 -1.03  0.126
H 3.32 -3.76 -0.34  0.070
H 4.36 -3.92 -3.21  0.070
H 4.92 -2.86 -1.92  0.071
H 3.30 -2.64 -2.60  0.061
H 2.23 -5.29 1.34  0.129
H 1.96 -3.97 3.44  0.111
H 0.56 -1.93 3.39  0.078
H -0.29 -2.44 -0.60  0.091

Spin multiplicity ... 3
Net charge ... 0
Orbital gap (spin up / spin down) ... 6.644 / 6.119 eV

=====

No. 2
The following is a DFT calculation (ωB97M-V/def2-TZVPD) of a structure of composition C39H69As3N4OPSbY.

Last column: Löwdin charge in e.
Element x y z (Å)
Y 0.18 -0.11 0.58  1.188
N 0.80 -2.87 2.96  -0.097
P -0.36 -2.81 1.71  0.963
C -1.48 -4.07 2.34  -0.370
C -1.17 -5.42 2.14  -0.070
C -1.96 -6.39 2.73  -0.039
C -3.05 -6.03 3.52  -0.033
C -3.36 -4.69 3.72  -0.047
C -2.57 -3.71 3.13  -0.112
C 0.48 -3.54 0.26  -0.405
C 1.87 -3.70 0.19  -0.086
C 2.44 -4.27 -0.95  -0.048
C 1.64 -4.67 -2.01  -0.042
C 0.26 -4.51 -1.94  -0.049
C -0.31 -3.94 -0.81  -0.132
C 1.91 -2.08 3.05  -0.409
C 2.79 -2.29 4.12  0.007
C 4.01 -1.66 4.11  -0.010
C 4.32 -0.82 3.04  -0.043
C 3.38 -0.60 2.08  -0.171
N 2.15 -1.20 2.06  0.005
H 0.69 -3.59 3.66  0.125
H -0.33 -5.71 1.53  0.115
H -1.72 -7.44 2.58  0.123
H -3.67 -6.80 3.97  0.125
H -4.20 -4.41 4.33  0.120
H -2.80 -2.66 3.31  0.093
H 2.51 -3.42 1.01  0.093
H 3.52 -4.41 -1.00  0.120
H 2.09 -5.14 -2.88  0.123
H -0.37 -4.85 -2.76  0.120
H -1.38 -3.87 -0.74  0.062
H 2.52 -2.97 4.91  0.132
H 4.72 -1.83 4.91  0.135
H 5.30 -0.36 2.96  0.113
H 3.60 0.03 1.24  0.044
C -3.43 -2.63 -1.47  -0.270
As -2.52 -1.06 -0.78  1.068
C -3.38 -1.06 0.99  -0.299
C -3.65 0.38 -1.45  -0.359
C -3.43 0.88 -2.88  -0.681
C -4.73 1.59 -3.30  -0.075
C -2.32 1.94 -2.89  -0.325
As -0.57 1.65 -2.04  1.081
C 0.34 0.42 -3.26  -0.280
C 0.12 3.35 -2.72  -0.263
C -3.14 -0.30 -3.84  -0.394
As -3.44 -0.02 -5.79  1.157
C -2.87 -1.83 -6.27  -0.335
C -1.78 0.85 -6.39  -0.339
H -4.41 -2.31 -1.79  0.047
H -3.54 -3.36 -0.66  0.038
H -2.89 -3.08 -2.30  0.032
H -4.45 -0.92 0.86  0.056
H -2.98 -0.27 1.63  -0.012
H -3.21 -2.02 1.47  -0.023
H -3.53 1.21 -0.74  0.082
H -4.66 0.00 -1.33  0.090
H -5.05 2.30 -2.53  0.097
H -5.53 0.86 -3.45  0.097
H -4.60 2.14 -4.23  0.074
H -2.69 2.83 -2.39  0.087
H -2.07 2.22 -3.91  0.069
H 1.42 0.59 -3.21  0.016
H 0.01 0.61 -4.28  0.012
H 0.14 -0.62 -3.01  0.013
H 0.37 3.19 -3.77  0.061
H 0.99 3.72 -2.19  -0.002
H -0.67 4.09 -2.65  0.047
H -3.87 -1.08 -3.65  0.056
H -2.15 -0.73 -3.66  0.044
H -3.64 -2.55 -5.97  0.024
H -1.92 -2.09 -5.80  0.021
H -2.76 -1.89 -7.35  0.032
H -1.70 1.88 -6.05  0.009
H -1.84 0.87 -7.48  0.031
H -0.89 0.29 -6.12  0.009
C 0.96 1.04 4.83  -0.021
N -0.49 1.26 4.78  0.068
C -1.22 1.17 3.67  -0.558
N -2.53 1.43 3.74  0.217
O -0.69 0.85 2.56  -0.213
H 1.47 1.96 5.07  0.090
H 1.30 0.69 3.86  0.049
H 1.20 0.29 5.58  0.098
H -0.94 1.56 5.62  0.161
H -2.98 1.72 4.59  0.134
H -3.08 1.48 2.90  0.110
C 5.15 2.44 1.62  -0.115
C 3.89 3.29 1.79  -0.523
C 3.62 3.64 3.24  -0.124
Sb 2.12 2.45 0.86  1.468
C 0.88 4.22 1.14  -0.541
C -0.59 4.02 0.77  -0.153
C 1.47 5.46 0.46  -0.116
C 2.84 2.33 -1.19  -0.584
C 3.79 3.46 -1.59  -0.104
C 3.43 0.94 -1.41  -0.159
H 6.02 3.03 1.90  0.105
H 5.31 2.09 0.61  0.057
H 5.12 1.58 2.29  0.041
H 3.99 4.19 1.18  0.073
H 3.50 2.74 3.85  0.065
H 2.74 4.28 3.37  0.064
H 4.48 4.19 3.65  0.099
H 0.96 4.33 2.22  0.069
H -0.73 4.03 -0.30  0.033
H -1.18 4.85 1.18  0.096
H -1.01 3.09 1.17  0.033
H 1.39 5.40 -0.62  0.067
H 2.51 5.63 0.72  0.069
H 0.91 6.35 0.78  0.097
H 1.94 2.40 -1.78  -0.027
H 4.74 3.39 -1.06  0.075
H 3.37 4.44 -1.40  0.066
H 4.02 3.40 -2.66  0.098
H 4.35 0.78 -0.84  0.068
H 3.69 0.79 -2.46  0.095
H 2.74 0.12 -1.13  0.036

Net charge ... +3
Orbital gap ... 6.595 eV

=====

No. 3
The following is a DFT calculation (ωB97M-V/def2-TZVPD) of a cluster of 6 separate species, C39H72Br2FN3O9 in total.

Last column: Löwdin charge in e.
Element x y z (Å)
C 1.95 -5.52 0.15  -0.103
C 1.11 -6.14 1.27  -0.250
C 0.67 -5.12 2.34  -0.216
C -0.82 -4.80 2.30  -0.212
C -1.37 -4.50 0.89  -0.206
C -2.43 -3.42 0.91  -0.220
C -3.29 -3.43 -0.35  -0.204
C -2.64 -2.71 -1.53  -0.183
C -3.59 -1.74 -2.25  -0.199
C -2.98 -0.42 -2.70  -0.208
C -2.76 0.60 -1.56  -0.196
C -4.11 1.07 -1.05  -0.196
C -4.15 1.94 0.22  -0.180
C -3.20 1.60 1.38  -0.172
C -2.27 2.78 1.69  -0.175
C -1.06 2.97 0.80  -0.110
N -0.07 1.88 0.79  0.085
C 0.64 1.66 1.96  -0.345
O 0.22 1.70 3.08  0.160
C 2.05 1.30 1.56  -0.007
C 3.15 0.93 2.32  -0.064
C 3.16 0.91 3.81  -0.403
O 3.44 -0.06 4.45  0.141
N 2.86 2.13 4.45  0.191
C 3.26 3.30 3.77  -0.516
O 2.57 4.06 3.19  0.213
F 4.58 3.48 3.83  0.129
C 4.31 0.57 1.63  0.079
C 4.39 0.62 0.24  -0.210
N 5.66 0.24 -0.30  0.083
C 3.29 1.04 -0.53  -0.167
C 3.44 1.15 -2.02  -0.628
Br 3.21 3.03 -2.51  0.787
C 2.70 0.02 -2.83  -0.692
C 1.59 -0.71 -2.11  -0.159
Br 1.89 0.65 -4.51  0.679
C 2.12 1.37 0.18  -0.034
C 0.79 1.83 -0.32  -0.363
O 0.46 2.12 -1.43  0.079
H 3.00 -5.59 0.41  0.067
H 1.79 -6.05 -0.78  0.046
H 1.70 -4.47 0.03  0.054
H 0.26 -6.67 0.86  0.096
H 1.74 -6.87 1.76  0.094
H 1.25 -4.22 2.24  0.103
H 0.89 -5.56 3.32  0.098
H -1.36 -5.63 2.76  0.109
H -1.01 -3.94 2.94  0.103
H -0.52 -4.19 0.30  0.102
H -1.79 -5.42 0.50  0.109
H -2.02 -2.44 1.10  0.110
H -3.09 -3.64 1.75  0.108
H -4.25 -2.99 -0.11  0.100
H -3.49 -4.46 -0.61  0.103
H -1.75 -2.18 -1.22  0.096
H -2.37 -3.46 -2.27  0.103
H -3.99 -2.22 -3.14  0.109
H -4.44 -1.57 -1.60  0.082
H -2.03 -0.61 -3.21  0.107
H -3.62 0.08 -3.41  0.080
H -2.16 0.14 -0.78  0.091
H -2.25 1.45 -2.01  0.106
H -4.52 1.70 -1.84  0.112
H -4.80 0.24 -0.96  0.094
H -5.17 1.85 0.59  0.100
H -4.03 2.97 -0.07  0.101
H -3.81 1.48 2.27  0.067
H -2.68 0.65 1.24  0.101
H -2.87 3.67 1.53  0.111
H -2.00 2.77 2.74  0.100
H -1.40 3.16 -0.20  0.120
H -0.55 3.87 1.13  0.126
H 3.23 2.11 5.39  0.162
H 5.17 0.29 2.20  0.132
H 6.00 0.88 -1.01  0.080
H 5.63 -0.70 -0.66  0.094
H 4.48 1.00 -2.24  0.047
H 3.44 -0.69 -3.17  0.078
H 0.67 -0.16 -2.13  0.047
H 1.86 -0.99 -1.10  0.084
H 1.40 -1.64 -2.64  0.079
C -6.05 2.18 5.64  -0.092
C -6.06 1.72 4.19  -0.315
O -5.01 0.79 3.92  -0.096
H -5.09 2.64 5.88  0.076
H -6.85 2.90 5.83  0.073
H -6.19 1.33 6.31  0.072
H -5.91 2.57 3.52  0.110
H -7.03 1.26 3.94  0.109
H -5.14 0.03 4.49  0.085
C 1.22 5.66 -1.55  -0.127
C 0.15 6.71 -1.36  -0.313
O -0.58 6.51 -0.15  -0.087
H 0.78 4.67 -1.57  0.039
H 1.76 5.82 -2.49  0.063
H 1.94 5.68 -0.73  0.075
H -0.58 6.68 -2.17  0.111
H 0.59 7.72 -1.35  0.107
H 0.04 6.55 0.58  0.076
C 7.53 4.00 5.08  -0.094
C 8.00 3.51 6.44  -0.324
O 9.40 3.25 6.46  -0.083
H 7.77 3.27 4.31  0.078
H 6.46 4.17 5.08  0.050
H 8.03 4.93 4.82  0.075
H 7.52 2.57 6.70  0.110
H 7.76 4.24 7.22  0.108
H 9.85 4.08 6.25  0.077
C -4.26 0.02 -8.14  -0.094
C -4.75 0.68 -6.86  -0.317
O -4.03 0.22 -5.72  -0.093
H -4.36 -1.07 -8.06  0.074
H -4.84 0.36 -9.00  0.072
H -3.21 0.24 -8.31  0.071
H -5.80 0.44 -6.68  0.111
H -4.66 1.77 -6.94  0.109
H -3.10 0.44 -5.85  0.082
C 1.78 -6.15 -5.41  -0.093
C 1.98 -6.52 -3.95  -0.323
O 0.90 -6.09 -3.13  -0.094
H 1.66 -5.07 -5.52  0.074
H 2.63 -6.47 -6.01  0.073
H 0.88 -6.62 -5.80  0.072
H 2.87 -6.04 -3.55  0.110
H 2.11 -7.60 -3.84  0.109
H 0.10 -6.51 -3.46  0.080

Net charge ... 0
Orbital gap ... 9.047 eV